# 1
Entry from the Open Molecules 2025 dataset: 12 unconnected molecules or ions with the total composition C23H46Cl22N2O4P3 in a non-equilibrium geometry (the ωB97M-V functional and the def2-TZVPD basis).

Cartesian coordinates (Å):
C  3.882  0.749  -1.264
H  3.001  -4.744  -1.931
H  1.423  -2.244  0.380
O  3.948  -3.138  -0.888
H  4.461  -5.832  -0.324
H  -2.440  1.857  1.850
C  -7.346  -1.227  -6.690
C  -2.942  -2.684  -0.562
C  7.368  7.553  1.114
Cl  -0.179  -4.118  1.099
H  6.508  1.621  3.679
C  -1.456  -1.157  0.650
H  3.908  -4.759  1.073
H  3.069  5.536  -0.700
C  -1.035  2.534  -2.514
H  1.073  -3.166  -2.810
H  2.792  -6.004  0.443
C  0.646  -0.560  -0.797
C  7.261  1.263  2.983
Cl  -5.011  -0.226  4.001
C  -2.230  1.106  2.653
Cl  6.806  -0.353  2.427
H  4.221  2.763  -0.381
O  2.860  -1.617  -2.756
Cl  -8.901  -1.345  -7.520
Cl  -6.154  1.942  8.196
H  0.828  -0.224  -1.843
Cl  -8.763  1.716  6.906
C  1.852  -1.357  -0.139
H  -4.196  -3.241  -5.958
H  -1.791  1.706  3.523
P  -0.073  -2.392  -3.164
Cl  6.140  8.499  0.262
H  3.251  1.690  0.680
H  -0.959  0.909  -7.594
C  -0.545  -1.365  3.463
H  -7.022  -2.224  -6.406
H  -0.032  -2.205  2.922
H  2.816  0.779  -1.591
C  -1.010  -5.504  0.360
Cl  7.377  2.398  1.633
Cl  0.063  -6.894  0.216
Cl  -7.470  -0.228  -5.236
H  3.951  6.889  0.045
H  -0.086  3.053  -2.613
C  3.596  -5.297  0.140
H  0.550  0.378  -0.201
Cl  -1.078  1.192  -3.665
H  -6.621  -0.781  -7.363
Cl  -0.513  1.376  5.099
H  -3.420  -1.886  1.527
C  -3.383  -2.768  -6.502
C  -5.380  0.867  5.349
H  -5.611  0.274  6.227
C  3.049  -4.264  -0.925
C  -0.791  2.187  6.651
N  -1.062  -2.148  -1.662
Cl  -3.747  -1.043  -6.690
H  7.500  6.605  0.600
O  4.392  -0.577  -1.025
N  -2.199  -2.828  -1.638
Cl  0.093  0.157  -9.561
H  -2.455  -2.874  -5.945
H  2.290  -0.723  0.679
H  -1.618  1.698  7.158
H  0.251  -1.159  -3.780
Cl  0.644  -0.625  -6.802
P  -0.907  -0.092  2.108
Cl  -1.187  3.891  6.420
H  1.999  -4.037  -0.616
H  -1.384  -0.775  -7.981
Cl  8.916  8.400  1.160
H  -8.280  1.849  9.208
H  -3.154  0.611  3.047
H  8.226  1.206  3.478
H  -8.001  3.394  8.374
Cl  -3.204  -3.559  -8.071
Cl  3.781  5.040  1.490
C  4.120  1.704  -0.031
C  -0.718  -1.356  -0.624
H  0.146  -0.971  4.232
P  3.233  -1.727  -1.317
C  -7.879  2.317  8.314
H  4.468  1.210  -2.103
H  7.032  7.378  2.133
Cl  -1.205  1.964  -0.846
H  0.110  2.112  7.253
H  -1.355  -5.220  -0.630
H  -3.906  -3.247  -0.594
Cl  -4.016  1.929  5.712
C  -2.721  -1.921  0.671
H  -1.484  -1.807  3.876
H  -1.853  3.214  -2.737
O  -0.853  -3.239  -4.115
H  5.065  1.450  0.527
C  3.926  5.812  -0.091
C  -0.578  -0.047  -7.941
H  -1.858  -5.776  0.984
H  -6.237  1.477  5.080
Cl  5.402  5.303  -0.917

Summary:
- Total charge: +1
- Electronic energy: -339120.0675 eV
- Lowest unoccupied orbital energy: -4.66 eV
- Gap between HOMO and LUMO: 6.6 eV
- Max |F|: 0.0889 hartree/bohr
- Energy above the lowest of the compared OMol25 structures with the same formula, charge and spin: 0.000 eV

Atomic partial charges in e from the Löwdin method, atoms 1 to 2: C -0.270; H 0.129

---

# 2
Entry from the Open Molecules 2025 dataset: a molecular structure, C23H47As3PdSb2 in a non-equilibrium geometry (the ωB97M-V functional and the def2-TZVPD basis).

Cartesian coordinates (Å):
C  3.150  -5.070  -3.492
H  1.242  -2.097  2.882
H  -1.387  3.590  -2.659
H  -3.412  -4.356  -1.253
H  -3.888  1.819  4.242
H  0.438  -2.901  0.358
C  0.570  4.101  2.079
C  0.512  1.639  2.111
C  0.895  -3.400  -3.474
H  4.293  0.802  -1.651
C  -1.355  -0.305  3.608
C  -0.351  2.981  0.090
H  3.553  -1.735  0.698
H  -2.374  0.029  3.419
H  -0.208  -5.216  -3.672
H  -4.187  3.447  3.610
H  -0.914  0.301  4.402
H  2.229  -0.781  2.221
C  -1.110  2.534  -2.686
H  -2.326  5.434  5.245
H  3.487  -1.172  -3.474
C  1.355  -1.010  2.833
H  -1.712  2.032  -3.447
C  3.283  1.105  -1.387
H  -2.212  3.743  1.781
H  4.269  -3.266  -3.310
H  2.912  1.810  -2.127
H  -1.084  -2.981  -4.169
C  3.516  -1.894  -0.375
H  -3.698  1.904  0.205
H  -0.843  -4.124  0.496
H  4.480  -1.649  -0.810
H  -3.128  -4.074  -2.960
H  1.548  4.111  1.597
C  -0.195  -3.596  -0.202
C  2.436  -1.387  -3.306
As  -1.707  3.184  4.218
C  0.778  -4.786  -3.580
As  -1.412  1.674  -0.948
H  0.662  2.906  -0.333
H  0.720  4.069  3.162
H  -0.739  3.979  -0.164
H  -2.006  -5.078  -2.037
H  -2.489  5.537  3.488
H  0.750  1.796  3.175
C  3.283  -3.700  -3.394
H  4.024  -5.705  -3.502
Sb  2.013  -0.644  -1.303
H  -3.998  3.184  5.350
H  0.053  5.027  1.824
C  -3.649  2.874  4.365
As  -0.227  -0.201  1.998
H  0.414  -4.304  -0.762
H  -2.140  1.983  2.012
H  1.506  -0.625  3.842
C  -3.254  2.319  -0.700
C  -1.865  5.156  4.296
C  -2.647  -4.210  -2.002
H  1.855  -0.811  -4.023
H  1.753  -6.690  -3.664
C  2.183  -2.845  -3.396
Sb  -1.470  -2.463  -1.550
C  -0.338  -2.578  -3.481
H  3.280  -2.934  -0.577
H  3.305  1.593  -0.414
Pd  -0.270  -0.421  -0.408
H  1.462  1.574  1.558
H  -0.141  -1.543  -3.758
C  1.881  -5.619  -3.581
H  -3.847  1.982  -1.554
H  -3.279  3.410  -0.659
H  -0.060  2.439  -2.965
C  -0.247  2.879  1.622
H  -1.391  -1.347  3.927
C  -1.638  2.932  2.245
H  -0.891  5.639  4.248

Summary:
- Total charge: 0
- Electronic energy: -223683.1644 eV
- Lowest unoccupied orbital energy: 0.63 eV
- Gap between HOMO and LUMO: 7.3 eV
- Max |F|: 0.0222 hartree/bohr
- Energy above the lowest of the compared OMol25 structures with the same formula, charge and spin: 0.765 eV

Atomic partial charges in e from the Löwdin method, atoms 1 to 2: C -0.091; H 0.026

---

# 3
Entry from the Open Molecules 2025 dataset: 3 unconnected molecules or ions with the total composition C23H47B3N2O7 in a non-equilibrium geometry (the ωB97M-V functional and the def2-TZVPD basis).

Cartesian coordinates (Å):
H  0.075  0.207  1.109
H  5.182  0.550  -5.148
H  3.856  -2.926  -2.632
O  3.407  0.553  -1.218
C  0.370  -0.118  2.111
H  1.405  -2.405  0.265
H  1.791  1.086  -4.601
B  -4.672  1.503  0.199
H  4.003  -1.932  -1.199
H  3.460  3.091  -1.449
H  0.248  -1.588  4.319
B  -5.616  3.054  -1.364
N  -0.653  -2.404  1.707
H  1.329  -4.453  1.233
H  5.734  -0.550  -2.352
C  -3.920  2.165  2.691
H  2.062  2.795  -4.629
H  3.364  -2.192  -4.715
O  -4.463  2.248  -1.037
H  0.072  -4.350  -0.010
H  -4.189  1.411  3.502
H  -4.817  2.841  2.458
H  -0.376  0.244  2.823
H  -2.387  -4.278  0.682
H  1.935  -1.579  3.853
C  -0.275  -4.201  3.448
H  -2.021  -5.589  1.804
H  3.224  1.739  -5.410
H  -0.176  -5.282  3.576
H  5.414  2.079  -2.519
H  -3.350  0.257  1.511
H  3.244  -0.535  -5.231
H  2.416  -2.172  -1.949
C  1.029  -3.528  3.863
H  5.613  -1.472  -3.834
H  1.847  2.922  -2.164
O  -6.922  2.927  -0.765
H  5.076  2.758  -4.096
C  -2.789  5.222  1.709
C  1.736  -1.926  1.188
C  5.206  -0.602  -3.312
C  2.581  1.836  -4.530
H  2.223  -1.003  0.861
C  3.478  -2.017  -2.154
C  0.274  -4.624  1.029
C  -3.527  1.370  1.337
H  -2.836  -4.157  2.392
C  3.693  -0.786  -3.070
H  -7.590  3.589  1.986
H  6.608  0.788  -4.166
O  -4.163  4.937  3.777
C  3.019  -1.202  -4.400
C  -3.348  4.429  2.987
H  -5.458  3.857  -2.233
C  4.893  1.884  -3.462
H  1.934  -1.261  -4.287
H  3.092  3.889  -2.960
C  0.963  -2.024  3.613
O  -2.849  3.082  3.124
H  2.517  -2.547  1.636
H  1.209  -3.712  4.927
C  5.522  0.656  -4.113
H  -2.550  1.790  0.907
N  3.043  0.443  -2.519
O  -6.010  0.931  0.346
C  2.916  2.973  -2.389
H  1.304  0.392  2.363
C  0.558  -1.656  2.166
O  -1.734  -1.851  2.307
C  -7.563  2.449  1.848
H  -2.543  4.410  0.927
H  1.877  -3.971  3.333
H  0.128  -5.706  1.110
H  -8.579  1.960  1.999
H  -1.069  -3.884  4.135
H  -3.579  5.899  1.250
C  -0.675  -3.872  1.994
B  -6.853  2.127  0.431
C  3.375  1.733  -3.199
H  -1.812  5.774  1.917
C  -2.061  -4.500  1.702
H  -6.878  2.005  2.663

Summary:
- Total charge: 0
- Electronic energy: -43956.4688 eV
- Lowest unoccupied orbital energy (spin up / spin down): 0.48 / -0.23 eV
- Multiplicity: 3
- Gap between HOMO and LUMO (spin up / spin down): 9.4 / 9.3 eV
- Max |F|: 0.0838 hartree/bohr
- Energy above the lowest of the compared OMol25 structures with the same formula, charge and spin: 2.695 eV

Atomic partial charges in e from the Löwdin method, atoms 1 to 2: H 0.089; H 0.101